(1)
The following is a DFT calculation (ωB97M-V/def2-TZVPD) of 2 unconnected molecules or ions with the total composition C8H8N4O4.

Calculated values
- energy above the lowest of the compared OMol25 structures with the same formula, charge and spin (kcal per mole) = 98.0
- maximum force (hartree/bohr) = 0.11193
- HOMO level (eV) = -9.28
- frontier orbital gap (eV) = 9.5

Cartesian coordinates (Å):
O  -2.58842  -4.10349  -0.84532
O  2.42791  3.83787  0.26733
O  -0.55813  0.37822  1.20312
O  0.68709  -0.90213  -0.44086
N  -1.30650  -3.47320  -2.64169
N  0.69323  2.21751  0.48870
N  1.31665  3.86042  2.22798
N  -1.13637  -2.36276  -0.58972
C  -0.08705  -3.01089  -3.18286
C  -0.13678  1.47655  1.42292
C  0.14409  -1.83400  -1.08313
C  -0.48919  2.31812  2.66609
C  0.72352  -2.29264  -2.32639
C  1.58159  3.31931  1.01241
C  0.36560  3.31577  3.06559
C  -1.78413  -3.26310  -1.38748
H  1.80142  -2.10692  -2.41605
H  2.04241  4.52716  2.82174
H  -1.53537  -2.20533  0.27878
H  -0.12929  -3.51364  -4.28465
H  -1.48871  2.11667  3.30811
H  1.04668  1.88990  -0.38079
H  -1.70051  -4.21625  -3.06162
H  0.11025  4.02684  3.87778

Atoms 1-6, force components in eV/Å:
1.43 2.88 -2.24
-1.42 -1.56 1.33
-0.59 0.64 0.46
-0.69 -3.20 -2.03
1.74 3.66 0.73
0.97 2.57 4.20

***

(2)
The following is a DFT calculation (ωB97M-V/def2-TZVPD) of a single C5H10O molecule.

Calculated values
- energy above the lowest of the compared OMol25 structures with the same formula, charge and spin (kcal per mole) = 27.2
- maximum force (hartree/bohr) = 0.00888
- HOMO level (eV) = -10.04
- frontier orbital gap (eV) = 11.1

Cartesian coordinates (Å):
O  -0.74492  1.47506  -1.36267
C  -0.14487  0.21233  -1.55242
C  -0.14685  1.04938  1.64150
C  -0.16963  -1.61675  0.25418
C  0.76080  0.70242  0.73157
C  0.57477  -0.39265  -0.29262
H  -1.20401  -1.38148  0.52959
H  0.58508  0.33428  -2.35864
H  -0.89495  -0.51616  -1.90117
H  -0.20985  -2.40678  -0.50438
H  -1.06635  0.48286  1.78166
H  -0.90187  1.59801  -0.41599
H  0.33587  -2.01968  1.13892
H  -0.00334  1.90741  2.29256
H  1.56808  -0.73569  -0.61245
H  1.66203  1.30744  0.63036

Atoms 1-6, force components in eV/Å:
-0.16 -0.04 0.04
0.24 -0.35 -0.17
0.08 -0.10 0.12
-0.08 0.00 0.00
-0.01 0.05 0.04
-0.03 0.03 0.04

***

(3)
The following is a DFT calculation (ωB97M-V/def2-TZVPD) of a molecular structure, C19H28CrIO2.

Calculated values
- energy above the lowest of the compared OMol25 structures with the same formula, charge and spin (kcal per mole) = 0.0
- maximum force (hartree/bohr) = 0.04601
- HOMO level (spin up / spin down) (eV) = -2.64 / -3.57
- 2S+1 = 5
- frontier orbital gap (spin up / spin down) (eV) = 5.2 / 6.1
- charge = -1

Cartesian coordinates (Å):
I  0.94128  2.01685  2.80978
Cr  -0.47220  -0.13655  3.22873
O  0.10908  0.12867  -3.06710
O  1.67802  0.73137  -1.20863
C  1.51686  2.10428  -0.79327
C  0.27364  -0.51782  -4.35272
C  0.19995  -2.30183  4.01681
C  0.28137  0.83005  -5.11699
C  0.02774  2.38046  -0.59348
C  -2.51471  0.34306  2.56535
C  -2.09026  -0.77916  4.55265
C  -0.66778  0.99977  -0.63221
C  0.53015  0.04721  -0.63657
C  2.05151  -0.92999  3.94417
C  0.30557  1.42006  -3.71179
C  0.52219  -2.08282  2.62321
C  -2.50616  -0.94870  3.19037
C  -2.10975  1.29691  3.55429
C  1.13951  -1.59035  4.81178
C  1.59478  -1.25581  -4.41708
C  -1.80935  0.60987  4.76813
C  -0.89787  -1.42105  -4.64722
C  1.67293  -1.20420  2.59311
H  -2.01725  -1.56146  5.31138
H  -0.86065  -1.76997  -5.68240
H  2.94531  -0.39547  4.25325
H  -2.85913  0.56854  1.54706
H  -0.52001  -3.03950  4.37069
H  -0.37426  3.01822  -1.38883
H  -0.65631  1.06187  -5.62681
H  1.73369  -1.68992  -5.41386
H  1.98317  2.21464  0.20433
H  -1.84186  -0.89829  -4.48863
H  -0.81943  -2.28240  -3.98549
H  -2.05169  2.37647  3.40198
H  -2.78945  -1.89422  2.71319
H  0.81381  -0.17545  0.41188
H  0.05215  -2.56482  1.76253
H  -1.36680  0.86695  0.21228
H  2.24329  -0.94909  1.70819
H  1.15830  0.99436  -5.74335
H  1.97250  2.78888  -1.53135
H  -1.23410  0.88827  -1.56654
H  0.31634  -0.90105  -1.14643
H  -0.53414  2.08932  -3.45787
H  2.43063  -0.58318  -4.21114
H  1.21354  -1.61274  5.90114
H  1.27286  1.86793  -3.41884
H  -1.40383  1.05758  5.68580
H  -0.15557  2.85224  0.38438
H  1.57243  -2.06798  -3.68781

Atoms 1-6, force components in eV/Å:
0.83 1.36 0.12
1.58 -0.13 -0.80
-0.05 0.42 -2.33
-1.04 0.44 0.20
0.31 -0.18 0.73
-0.15 0.04 -0.57